{"formula": "C5H8N", "method": "ωB97M-V/def2-TZVPD", "homo_lumo_gap_ev": 10.676, "homo_energy_ha": -0.5345, "smiles": "C[C@]12C=C[C@H]1[NH2+]2", "multiplicity": 1, "total_charge": 1, "e_lumo_ha": -0.14221, "symbols": ["C", "C", "C", "C", "C", "N", "H", "H", "H", "H", "H", "H", "H", "H"], "coordinates": [[0.260444, -0.003221, -1.798389], [0.698757, 0.956749, -0.937549], [-0.401435, -0.814107, -0.674621], [0.057828, 0.241633, 0.283462], [-0.693434, 0.675411, 1.459456], [0.691026, -1.126688, 0.311700], [0.100586, -0.029026, -2.812149], [1.163708, 1.944786, -1.174744], [-1.259920, -1.310029, -0.667175], [-1.400439, -0.145489, 1.711278], [-1.353764, 1.433037, 1.241117], [-0.120541, 1.220594, 2.184676], [0.659845, -1.855021, 1.010484], [1.597338, -1.188629, -0.137546]], "forces_ev_per_a": [[-0.23, 1.31, 3.48], [-0.39, -0.16, -1.42], [3.79, 2.87, -0.02], [-0.17, -0.25, -1.08], [-0.14, -1.16, 0.33], [1.28, -0.56, -1.06], [0.23, -0.41, -2.25], [-0.25, -1.08, 0.81], [-3.38, -2.27, 0.17], [0.94, 0.41, 0.87], [-1.68, 1.83, -1.43], [0.62, -0.80, 1.02], [-0.89, 0.09, 0.72], [0.26, 0.18, -0.15]], "mulliken_charge": [-0.50, -0.72, -0.24, 0.88, -1.22, -0.26, 0.43, 0.36, 0.56, 0.33, 0.41, 0.36, 0.31, 0.31]}

=====

{"formula": "C5H8N", "method": "ωB97M-V/def2-TZVPD", "homo_lumo_gap_ev": 10.696, "homo_energy_ha": -0.5443, "smiles": "C=[N+]1[C@@H]2C[C@@]21C", "multiplicity": 1, "total_charge": 1, "e_lumo_ha": -0.15122, "symbols": ["C", "C", "C", "C", "C", "N", "H", "H", "H", "H", "H", "H", "H", "H"], "coordinates": [[-0.557106, 0.839966, -1.918750], [0.330485, -1.664938, 0.228057], [0.981063, -0.633141, -0.675850], [-0.031149, -0.173171, 0.373450], [-0.289542, 0.874228, 1.849173], [-0.151492, 0.147897, -0.978411], [-1.410055, 1.478794, -1.767539], [-0.083290, 0.701914, -2.971776], [-0.388427, -2.378231, -0.337452], [0.968558, -1.950496, 1.031720], [1.860002, -0.536300, -1.256801], [-1.398143, 0.909776, 1.904397], [0.171585, 1.812441, 1.591908], [-0.002489, 0.571261, 2.927875]], "forces_ev_per_a": [[-0.51, 0.86, -3.44], [-1.84, 0.89, -2.77], [-0.58, -0.85, 0.63], [0.54, 1.16, 4.89], [-0.62, -1.93, -1.35], [0.43, -1.70, 0.49], [-0.07, 0.28, -0.06], [-0.83, 0.37, 2.13], [1.19, 1.06, 1.62], [0.18, -0.74, 0.35], [1.20, 0.42, 0.32], [0.70, 0.31, -0.40], [-0.07, 0.31, -0.07], [0.29, -0.43, -2.32]], "mulliken_charge": [-0.13, -0.41, -0.41, 0.24, -0.86, 0.10, 0.29, 0.24, 0.24, 0.28, 0.45, 0.33, 0.31, 0.33]}

=====

{"formula": "C5H8N", "method": "ωB97M-V/def2-TZVPD", "homo_lumo_gap_ev": 10.004, "homo_energy_ha": -0.5512, "smiles": "C=[N+](C)C1C=C1", "multiplicity": 1, "total_charge": 1, "e_lumo_ha": -0.18351, "symbols": ["C", "C", "C", "C", "C", "N", "H", "H", "H", "H", "H", "H", "H", "H"], "coordinates": [[-1.922255, -0.095456, -0.648513], [-2.011354, 0.034008, 0.632712], [0.450607, -1.349242, 0.042661], [-0.779992, 0.708503, 0.039001], [1.693347, 0.670265, -0.132332], [0.483846, -0.061392, 0.030654], [-2.083406, -0.501339, -1.572971], [-2.486022, -0.112393, 1.510777], [1.358788, -1.958909, 0.031668], [-0.570379, -1.687437, 0.334986], [-0.473089, 1.711496, 0.097022], [1.372644, 1.747370, -0.282950], [2.534415, 0.297410, -0.865903], [2.432856, 0.597110, 0.783191]], "forces_ev_per_a": [[1.66, 2.49, 2.80], [2.12, 1.26, -3.15], [-0.77, 0.84, 1.58], [-1.85, -2.79, -0.11], [4.10, 1.72, 0.63], [0.44, -2.74, -0.37], [-0.81, -0.75, -2.08], [-1.38, -0.61, 2.63], [-0.42, 0.27, -0.25], [1.21, -0.68, -0.74], [-0.70, 1.41, -0.36], [1.11, -1.32, -0.06], [-2.54, 0.53, 0.45], [-2.15, 0.36, -0.99]], "mulliken_charge": [-0.45, -0.43, -0.22, -0.04, -0.70, 0.06, 0.39, 0.41, 0.33, 0.31, 0.40, 0.21, 0.35, 0.36]}

=====

{"formula": "C5H8N", "method": "ωB97M-V/def2-TZVPD", "homo_lumo_gap_ev": [8.507, 7.126], "homo_energy_ha": [-0.4166, -0.6298], "s_squared": 2.005, "multiplicity": 3, "total_charge": 1, "e_lumo_ha": [-0.10397, -0.36788], "symbols": ["C", "C", "C", "C", "C", "N", "H", "H", "H", "H", "H", "H", "H", "H"], "coordinates": [[0.711634, -1.209735, 0.250018], [1.893881, 0.666189, -0.054706], [-0.385891, 0.747942, -0.041380], [0.794487, 0.195258, 0.798993], [-1.613340, -0.042926, -0.034164], [0.736623, -0.031746, -0.678922], [1.576670, -1.884581, 0.225555], [-0.225964, -1.810999, 0.590008], [2.136213, 1.791677, -0.252564], [2.916445, 0.197573, 0.037144], [-0.410749, 1.796816, -0.229389], [-2.556912, 0.384071, -0.234071], [-1.701205, -0.387480, 0.956338], [-1.512305, -0.960329, -0.646410]], "forces_ev_per_a": [[-0.34, -2.10, 1.72], [3.25, 2.38, 0.58], [-0.56, -0.38, -2.70], [1.67, 0.42, 9.43], [-0.02, -1.27, -0.49], [-1.40, -0.82, -7.76], [-0.02, 0.93, -0.18], [1.68, 1.48, -1.46], [-1.54, -2.04, 0.08], [-1.68, -0.38, -0.45], [0.44, 0.64, -0.08], [-0.66, 1.22, -0.54], [-0.52, -0.75, 1.70], [-0.29, 0.68, 0.16]], "mulliken_charge": [-0.33, -0.39, 0.53, 0.19, -1.74, 0.03, 0.28, 0.21, 0.23, 0.25, 0.49, 0.38, 0.44, 0.42]}

=====

{"formula": "C5H8N2", "method": "ωB97M-V/def2-TZVPD", "homo_lumo_gap_ev": 10.256, "homo_energy_ha": -0.3463, "multiplicity": 1, "total_charge": 0, "e_lumo_ha": 0.03059, "symbols": ["C", "C", "C", "N", "C", "C", "N", "H", "H", "H", "H", "H", "H", "H", "H"], "coordinates": [[-0.776111, 1.199259, -0.510138], [-0.079940, 0.372514, 0.855524], [-0.905772, -0.900573, 0.729053], [-0.183681, -1.019568, -0.557154], [0.986874, -0.443297, 0.113151], [1.999046, 0.332386, -0.616397], [2.805488, 0.977143, -1.137828], [-1.511630, 0.649669, -1.151789], [-1.287433, 2.065964, -0.138183], [-0.014229, 1.478900, -1.258608], [0.196601, 0.729555, 1.886407], [-1.986837, -0.735589, 0.742572], [-0.640583, -1.740780, 1.387300], [-0.143134, -1.860880, -1.088793], [1.498072, -1.223185, 0.696975]], "forces_ev_per_a": [[0.29, 0.65, 1.20], [-0.48, 0.25, -1.04], [-0.33, -0.33, -0.30], [0.25, -1.32, -0.47], [0.12, -0.18, -0.37], [0.61, 0.36, -0.76], [-0.73, -0.65, 0.50], [0.56, 0.13, 1.41], [-0.01, 0.81, 0.18], [-0.08, 0.17, 0.79], [-0.65, 0.55, -1.35], [0.09, -0.28, -0.42], [-0.01, 0.35, 0.24], [0.33, -0.93, 0.10], [0.04, 0.42, 0.29]], "mulliken_charge": [-0.96, -0.17, -0.57, -0.43, 0.09, -0.06, -0.45, 0.25, 0.36, 0.34, 0.38, 0.32, 0.30, 0.20, 0.41]}

=====

{"formula": "C5H8N2", "method": "ωB97M-V/def2-TZVPD", "homo_lumo_gap_ev": 9.706, "homo_energy_ha": -0.3198, "smiles": "Cc1cnn(C)c1", "multiplicity": 1, "total_charge": 0, "e_lumo_ha": 0.03692, "symbols": ["C", "N", "C", "C", "C", "C", "N", "H", "H", "H", "H", "H", "H", "H", "H"], "coordinates": [[-2.576836, -0.306694, -0.100460], [-1.164307, 0.221630, -0.302956], [-0.073069, -0.546287, -0.558474], [1.005178, 0.123839, -0.032418], [2.407534, -0.361779, 0.129303], [0.450126, 1.344978, 0.424620], [-0.855829, 1.401824, 0.237486], [-2.650009, 0.007047, -1.129128], [-3.083979, 0.266926, 0.692299], [-2.564920, -1.357298, 0.254103], [-0.147288, -1.486575, -1.099107], [3.120214, 0.319283, -0.341274], [2.531384, -1.358139, -0.306758], [2.665991, -0.430546, 1.194272], [0.935811, 2.161786, 0.938493]], "forces_ev_per_a": [[2.08, 0.87, -0.28], [0.03, -0.57, 1.44], [-0.05, -0.05, 0.53], [0.05, 0.20, -0.08], [0.17, 0.04, -0.09], [0.30, 0.11, 0.06], [0.18, -0.48, 0.80], [-3.26, -1.10, -0.52], [0.29, 0.18, -0.87], [0.07, 0.55, -1.01], [-0.02, 0.14, 0.42], [0.06, -0.12, 0.02], [0.02, 0.18, 0.04], [-0.04, 0.01, -0.23], [0.14, 0.03, -0.22]], "mulliken_charge": [-0.88, 0.61, -0.49, 0.55, -1.15, -0.42, -0.90, 0.46, 0.24, 0.24, 0.41, 0.29, 0.31, 0.26, 0.45]}

=====

{"formula": "C5H8N2", "method": "ωB97M-V/def2-TZVPD", "homo_lumo_gap_ev": 8.336, "homo_energy_ha": -0.2672, "smiles": "C=C=C(C)N.C#N", "multiplicity": 1, "total_charge": 0, "e_lumo_ha": 0.03914, "symbols": ["C", "C", "N", "C", "C", "C", "N", "H", "H", "H", "H", "H", "H", "H", "H"], "coordinates": [[0.492143, -0.783430, -0.389030], [0.585364, 0.549237, -0.124856], [1.353475, 0.978423, 0.960987], [-1.994741, -0.721216, 0.974297], [0.954259, -1.812103, -1.052647], [-0.565592, 1.385444, -0.477441], [-1.140967, -1.496866, 0.713799], [2.176337, 0.427002, 1.151640], [1.518256, 1.972055, 1.010264], [-1.388511, 1.028180, 0.255628], [-2.907938, -0.619773, 1.530299], [0.563598, -2.804877, -0.866042], [1.707095, -1.702657, -1.823083], [-0.377257, 2.457105, -0.409060], [-0.975521, 1.143476, -1.454755]], "forces_ev_per_a": [[1.64, 1.62, -1.02], [-0.36, -1.41, 0.23], [0.08, 0.18, 0.14], [1.13, -2.05, 0.25], [-0.39, -0.21, 0.18], [-0.70, -0.32, 0.22], [-1.94, 1.13, 0.70], [-0.03, 0.07, -0.05], [0.02, -0.07, -0.05], [0.59, 0.73, -0.47], [-0.04, 0.42, -0.25], [-0.03, -0.07, 0.01], [0.06, 0.04, 0.01], [-0.16, -0.05, 0.21], [0.13, 0.01, -0.10]], "mulliken_charge": [0.14, 0.47, -0.47, -0.15, -0.76, -0.99, -0.35, 0.23, 0.22, 0.02, 0.37, 0.31, 0.26, 0.39, 0.30]}

=====

{"formula": "C5H8N2", "method": "ωB97M-V/def2-TZVPD", "homo_lumo_gap_ev": 10.690, "homo_energy_ha": -0.3579, "smiles": "C[C@H]1CN1CC#N", "multiplicity": 1, "total_charge": 0, "e_lumo_ha": 0.03499, "symbols": ["C", "C", "C", "N", "C", "C", "N", "H", "H", "H", "H", "H", "H", "H", "H"], "coordinates": [[-1.806965, -0.995527, 0.314421], [-0.644913, -0.226372, -0.273470], [-0.556559, 1.254493, -0.280688], [0.239899, 0.472064, 0.651873], [1.691609, 0.430401, 0.481335], [2.174756, -0.519750, -0.545408], [2.526278, -1.293582, -1.330728], [-1.816260, -0.864675, 1.400511], [-1.709401, -2.062740, 0.089152], [-2.763169, -0.647523, -0.093761], [-0.164260, -0.700170, -1.131215], [-0.052656, 1.719443, -1.131805], [-1.334650, 1.865878, 0.175956], [2.074089, 1.429798, 0.235292], [2.142196, 0.138256, 1.438536]], "forces_ev_per_a": [[0.00, 0.02, 0.00], [-0.07, -0.11, -0.16], [-0.05, 0.22, -0.13], [0.13, -0.06, 0.05], [0.11, 0.02, -0.02], [0.27, -0.58, -0.59], [-0.35, 0.80, 0.75], [-0.08, 0.00, -0.17], [-0.03, 0.16, 0.11], [0.17, -0.08, 0.06], [-0.04, 0.07, 0.17], [-0.06, -0.12, 0.18], [0.13, -0.15, -0.07], [-0.07, -0.20, 0.05], [-0.06, 0.01, -0.23]], "mulliken_charge": [-1.41, 0.24, -0.47, -0.34, -0.50, 0.40, -0.43, 0.36, 0.33, 0.29, 0.42, 0.31, 0.25, 0.30, 0.27]}